{
  "formula": "C22H26F12NO11P",
  "method": "ωB97M-V/def2-TZVPD",
  "largest_force_ev_per_a": 8.8,
  "e_homo_ev": -8.223,
  "total_energy_ha": -3275.70514,
  "e_lumo_ev": -2.64,
  "symbols": ["O", "P", "C", "C", "C", "N", "C", "C", "C", "O", "O", "H", "H", "H", "H", "H", "H", "C", "C", "O", "C", "O", "C", "F", "F", "F", "H", "H", "H", "H", "H", "C", "C", "O", "C", "O", "C", "F", "F", "F", "H", "H", "H", "H", "H", "C", "C", "O", "C", "O", "C", "F", "F", "F", "H", "H", "H", "H", "H", "C", "C", "O", "C", "O", "C", "F", "F", "F", "H", "H", "H", "H", "H"],
  "coordinates": [[1.770, 0.253, 4.505], [1.457, -0.353, 3.059], [-0.479, -0.519, 2.992], [-1.090, -2.070, 2.862], [-2.748, -2.158, 2.825], [-3.659, -0.940, 2.911], [-3.097, 0.488, 3.063], [-1.475, 0.781, 3.091], [-0.769, 2.262, 3.206], [0.055, 2.611, 2.180], [-0.982, 3.240, 4.289], [1.951, 0.588, 2.068], [2.110, -1.624, 2.836], [-0.408, -3.022, 2.810], [-3.202, -3.237, 2.744], [-4.701, -1.013, 2.876], [-3.816, 1.410, 3.160], [-1.469, 3.179, -0.639], [-2.978, 3.340, -0.643], [-3.528, 2.868, -1.883], [-3.765, 1.519, -1.964], [-3.535, 0.728, -1.054], [-4.391, 1.164, -3.313], [-3.792, 1.805, -4.358], [-5.712, 1.500, -3.369], [-4.324, -0.167, -3.597], [-1.027, 3.674, -1.509], [-1.037, 3.607, 0.270], [-1.185, 2.123, -0.695], [-3.234, 4.401, -0.566], [-3.440, 2.834, 0.212], [1.030, -0.767, 8.869], [2.151, -0.942, 7.860], [2.885, -2.145, 8.132], [2.363, -3.302, 7.612], [1.331, -3.349, 6.948], [3.266, -4.492, 7.936], [3.716, -4.479, 9.224], [4.377, -4.522, 7.146], [2.645, -5.694, 7.766], [1.423, -0.796, 9.890], [0.516, 0.186, 8.715], [0.297, -1.575, 8.787], [2.858, -0.111, 7.950], [1.773, -0.933, 6.832], [-2.836, -2.035, -4.877], [-2.044, -3.315, -4.680], [-0.708, -3.159, -5.181], [0.195, -2.580, -4.326], [-0.083, -2.203, -3.191], [1.580, -2.520, -4.968], [1.542, -2.122, -6.272], [2.203, -3.734, -4.960], [2.424, -1.656, -4.335], [-2.815, -1.728, -5.927], [-3.875, -2.172, -4.567], [-2.405, -1.213, -4.296], [-2.506, -4.124, -5.254], [-2.038, -3.628, -3.630], [4.037, 0.974, -5.290], [4.411, 2.424, -5.042], [3.527, 3.298, -5.759], [2.340, 3.598, -5.141], [2.014, 3.163, -4.040], [1.522, 4.570, -5.990], [1.526, 4.247, -7.315], [1.998, 5.846, -5.910], [0.212, 4.629, -5.620], [4.015, 0.760, -6.363], [4.752, 0.302, -4.809], [3.037, 0.754, -4.902], [5.421, 2.612, -5.421], [4.420, 2.661, -3.972]],
  "lowdin_charge": [-0.49, 0.78, -0.15, 0.02, 0.01, 0.02, 0.10, 0.02, -0.43, -0.15, -0.21, 0.03, 0.01, 0.11, 0.12, 0.14, 0.15, -0.06, -0.20, 0.01, -0.32, 0.12, -0.46, 0.15, 0.14, 0.11, 0.08, 0.07, 0.08, 0.13, 0.11, -0.06, -0.21, 0.01, -0.33, 0.13, -0.47, 0.14, 0.14, 0.14, 0.08, 0.09, 0.07, 0.13, 0.10, -0.07, -0.20, 0.01, -0.32, 0.14, -0.47, 0.14, 0.14, 0.13, 0.09, 0.08, 0.07, 0.13, 0.13, -0.07, -0.21, 0.01, -0.32, 0.14, -0.47, 0.14, 0.14, 0.14, 0.09, 0.09, 0.07, 0.13, 0.13]
}